Formula: C2H9N4
Source: OMol25
Level of theory: the ωB97M-V functional and the def2-TZVPD basis

- Highest occupied orbital energy (alpha / beta): -8.92 / -14.41 eV
- HOMO-LUMO gap (alpha / beta): 4.973 / 7.341 eV
- LUMO energy (alpha / beta): -3.9 / -7.1 eV
- Energy relative to the best compared isomer or geometry (same formula, charge and spin): 436.62 kJ/mol
- ⟨S²⟩: 2.0069

```
! wB97M-V def2-TZVPD RIJCOSX def2/J DEFGRID3
* xyz 1 3
C 1.5135 0.2657 0.2252
C -1.6754 0.7406 -0.0880
N 1.6041 1.4269 0.5647
N 2.1344 -0.6283 -0.4706
N 0.0021 -0.6657 0.8656
N -1.0959 -0.6337 0.0028
H -1.2215 1.2880 -1.0355
H -2.7078 0.7513 -0.3904
H -1.6164 1.3586 0.7531
H 1.0038 2.0272 1.0356
H 2.7277 -0.4024 -1.2416
H 1.6817 -1.5468 -0.6041
H 0.3509 -1.6163 0.9674
H -0.9092 -1.2082 -0.9796
H -1.7919 -1.1568 0.3955
*
```



Formula: C4H12
Source: OMol25
Level of theory: the ωB97M-V functional and the def2-TZVPD basis

- Highest occupied orbital energy: -11.12 eV
- SMILES: CC.CC
- HOMO-LUMO gap: 12.261 eV
- LUMO energy: 1.1 eV
- Energy relative to the best compared isomer or geometry (same formula, charge and spin): 81.74 kJ/mol

```
! wB97M-V def2-TZVPD RIJCOSX def2/J DEFGRID3
* xyz 0 1
C -1.3199 1.1146 0.0566
C -1.8444 2.4315 -0.4819
H -0.2474 1.1489 0.4018
H -1.6229 0.7771 1.0513
H -1.5122 0.2432 -0.5593
H -1.0773 2.9373 -1.0607
H -2.0082 3.0928 0.3889
H -2.7923 2.3740 -0.9900
C 1.3778 -0.9598 0.3031
C 1.6682 -2.4707 0.0391
H 0.5954 -0.7751 1.0405
H 2.3599 -0.6318 0.6476
H 1.1764 -0.6602 -0.7213
H 0.9275 -3.0646 0.5749
H 1.6485 -2.7424 -1.0244
H 2.6710 -2.8148 0.3339
*
```



Formula: C34H54N4O2SSc
Source: OMol25
Level of theory: the ωB97M-V functional and the def2-TZVPD basis

- Highest occupied orbital energy: -2.65 eV
- HOMO-LUMO gap: 4.916 eV
- LUMO energy: 2.3 eV

```
! wB97M-V def2-TZVPD RIJCOSX def2/J DEFGRID3
* xyz -1 1
Sc -0.4734 0.1079 0.8367
C 1.1675 -2.1337 -0.5123
C 0.3587 -1.6836 -1.5757
C -0.9757 -2.1073 -1.2801
C -0.9122 -2.8207 -0.0671
C 0.3991 -2.8507 0.4068
C 0.9139 -3.7117 1.5592
C 1.2570 -5.1146 1.0191
C -0.1520 -3.8385 2.6639
C 2.1771 -3.0805 2.1676
C -2.3279 -1.9019 -1.9962
C -2.7285 -0.4149 -2.0054
C -2.2906 -2.4756 -3.4227
C -3.4511 -2.6560 -1.2451
C 1.0217 -1.1334 -2.8557
C 2.4221 -0.5680 -2.5208
C 0.2271 0.0149 -3.5021
C 1.2042 -2.2988 -3.8458
H 2.2225 -1.9416 -0.4027
H -1.7301 -3.3312 0.4087
H 0.3823 -5.5879 0.5738
H 1.6197 -5.7604 1.8193
H 2.0317 -5.0600 0.2534
H -1.0470 -4.3340 2.2914
H -0.4367 -2.8566 3.0404
H 0.2272 -4.4223 3.5033
H 2.9536 -2.9560 1.4149
H 2.5817 -3.7073 2.9623
H 1.9519 -2.1039 2.5955
H -1.9769 0.2097 -2.4752
H -2.8689 -0.0430 -0.9900
H -3.6627 -0.2680 -2.5477
H -1.6375 -1.9138 -4.0819
H -3.2816 -2.4566 -3.8747
H -1.9456 -3.5101 -3.4143
H -3.5435 -2.3045 -0.2164
H -3.2583 -3.7298 -1.2258
H -4.4177 -2.5019 -1.7240
H 2.3563 0.1984 -1.7484
H 2.8819 -0.1160 -3.3988
H 3.0969 -1.3500 -2.1735
H 0.0193 0.7953 -2.7712
H -0.7090 -0.3211 -3.9364
H 0.7976 0.4695 -4.3120
H 1.8286 -3.0772 -3.4091
H 1.6800 -1.9706 -4.7684
H 0.2560 -2.7627 -4.1065
C -4.4808 -0.6458 1.0752
C -3.1408 -0.2683 1.6623
O -2.4468 0.4177 0.8651
C -2.8407 -0.6892 2.9042
C -1.5211 -0.3107 3.4866
C -1.5388 0.1704 4.9170
N -0.4348 -0.4344 2.7897
N 0.7281 -0.0195 3.4453
C 1.3807 0.7832 2.6534
O 1.1002 1.1893 1.5101
C 2.6988 1.3602 3.1391
C 3.1779 0.9550 4.3972
C 4.3847 1.4456 4.9084
C 5.1375 2.3544 4.1677
C 4.6837 2.7720 2.9182
C 3.4762 2.2795 2.4105
H -5.0750 0.2445 0.8324
H -5.0792 -1.2456 1.7718
H -4.3625 -1.2444 0.1630
H -3.5125 -1.2632 3.5199
H -2.5572 0.1826 5.3161
H -1.1333 1.1844 4.9728
H -0.9347 -0.4999 5.5358
H 2.5959 0.2446 4.9786
H 4.7250 1.1112 5.8824
H 6.0733 2.7358 4.5614
H 5.2567 3.4791 2.3283
H 3.1259 2.6104 1.4353
C -1.8347 2.7143 -3.2703
N -0.7523 3.5992 -2.8491
C 0.0025 4.1976 -3.9468
C -0.1867 3.5240 -1.5654
S -0.3021 2.1448 -0.5973
N 0.4810 4.6899 -1.1544
C -0.0839 6.0052 -1.4444
C 1.4653 4.6790 -0.0760
H -2.4106 3.2059 -4.0604
H -2.5098 2.4994 -2.4378
H -1.4096 1.7813 -3.6528
H 0.2862 3.4070 -4.6493
H 0.9203 4.6849 -3.6100
H -0.6363 4.9234 -4.4578
H -0.9592 5.9546 -2.0957
H 0.6887 6.6239 -1.9095
H -0.3986 6.4671 -0.5028
H 2.0373 3.7474 -0.0758
H 0.9499 4.7970 0.8821
H 2.1636 5.5089 -0.2212
H -1.2059 1.3266 2.0367
*
```



Formula: C3H11NO
Source: OMol25
Level of theory: the ωB97M-V functional and the def2-TZVPD basis

- Highest occupied orbital energy: -8.60 eV
- SMILES: CN(C)C.O
- HOMO-LUMO gap: 9.442 eV
- LUMO energy: 0.8 eV
- Energy relative to the best compared isomer or geometry (same formula, charge and spin): 109.82 kJ/mol

```
! wB97M-V def2-TZVPD RIJCOSX def2/J DEFGRID3
* xyz 0 1
C -1.3910 -0.4070 -0.1771
N -0.2076 0.2707 0.2562
C 0.0622 1.5405 -0.3957
C -0.0199 0.2635 1.7045
H -1.2631 -1.4920 -0.1722
H -1.7079 -0.1758 -1.1875
H -2.3042 -0.2271 0.4129
H -0.7948 2.1064 -0.7817
H 0.5047 2.2632 0.3014
H 0.7843 1.4189 -1.2113
H 0.6919 -0.5132 2.0099
H -0.9477 0.0228 2.2264
H 0.3277 1.2201 2.0745
H 0.7312 -1.3763 -1.7440
H 1.5813 -1.0946 -0.4675
O 1.5480 -1.6037 -1.2840
*
```



Formula: C4H9N2O
Source: OMol25
Level of theory: the ωB97M-V functional and the def2-TZVPD basis

- Highest occupied orbital energy: -15.50 eV
- SMILES: [H]/N=C\O/C(C)=[NH+]\C
- HOMO-LUMO gap: 11.351 eV
- LUMO energy: -4.1 eV
- Energy relative to the best compared isomer or geometry (same formula, charge and spin): 256.11 kJ/mol

```
! wB97M-V def2-TZVPD RIJCOSX def2/J DEFGRID3
* xyz 1 1
C 0.8109 0.5302 -1.6799
C -0.8007 -0.0405 0.1801
C -2.1580 0.3589 0.5915
C 1.3912 -0.9801 0.7753
N -0.0378 -0.7861 0.9796
N 1.5271 1.5033 -2.0350
O -0.3965 0.6771 -0.8149
H 0.9108 -0.4398 -2.2420
H -2.0669 1.0875 1.3486
H -2.5547 -0.6103 1.0111
H -2.7354 0.7039 -0.3160
H 1.5140 -2.1012 0.7449
H 2.0735 -0.3142 1.4141
H 1.5873 -0.6781 -0.2259
H -0.4119 -1.2850 1.8027
H 1.3471 2.3742 -1.5343
*
```



Formula: C29H48Cl2F14NO6PS3
Source: OMol25
Level of theory: the ωB97M-V functional and the def2-TZVPD basis

- Highest occupied orbital energy: -8.26 eV
- SMILES: CCCCN(CCCC[C@](CCCF)(OC(=O)CCC(F)(F)C(F)(F)C(F)(F)C(F)(F)S(F)(F)(F)(F)F)[C@@H](Cl)[C@@H](C)Cl)C(=S)SCCC.COP(=O)(OC)OC
- HOMO-LUMO gap: 7.111 eV
- LUMO energy: -1.1 eV

```
! wB97M-V def2-TZVPD RIJCOSX def2/J DEFGRID3
* xyz 0 1
C -3.2527 -1.7126 6.3862
C -4.6182 -1.6324 5.6305
C -4.6267 -0.6298 4.4370
C -5.3429 -1.1948 3.1520
N -4.4273 -1.1002 1.9814
C -5.0432 -0.4154 0.8348
C -5.5196 1.0280 1.1557
C -4.4998 1.8796 1.9636
C -3.6535 2.8302 1.0704
C -2.0891 2.7987 1.3629
C -1.4885 3.6360 0.2116
C -0.0021 3.4530 -0.2109
C 1.0865 3.3161 0.8495
F 0.9495 2.2430 1.7133
O -1.7272 1.4106 1.4043
C -1.6519 0.7616 0.2325
O -2.3288 0.9109 -0.7401
C -0.5409 -0.3136 0.1546
C 0.1591 -0.2884 -1.2284
C 1.5309 -1.0155 -1.2558
F 1.7549 -1.6083 -0.0689
F 1.5391 -1.9683 -2.2237
C 2.6354 0.0247 -1.6342
F 2.5045 1.0800 -0.8007
F 2.2933 0.4768 -2.8622
C 4.0954 -0.5515 -1.7127
F 4.1839 -1.8134 -1.2946
F 4.3816 -0.6358 -3.0396
C 5.2211 0.3649 -1.1316
F 6.3584 -0.0336 -1.7284
F 5.0799 1.6235 -1.5091
S 5.5392 0.2371 0.7108
F 4.9438 1.7215 0.9209
F 4.0873 -0.3324 1.0245
F 6.1857 -1.1964 0.5678
F 6.9708 0.9321 0.4790
F 5.8684 0.1851 2.2617
C -2.0044 3.3778 2.8417
Cl -1.6475 1.9755 3.9833
C -0.9482 4.4539 3.1812
C -1.1593 5.8536 2.5507
Cl -1.1815 4.7858 4.9962
C -3.8695 -2.3290 1.6651
S -3.9777 -3.1165 0.2288
S -2.9957 -3.1063 3.0586
C -1.4688 -3.8876 2.4207
C -0.3982 -3.7471 3.5656
C 0.9745 -3.2381 3.0185
H -2.8400 -2.7249 6.2386
H -3.4254 -1.6014 7.4670
H -2.5120 -0.9725 6.0501
H -5.4057 -1.3583 6.3508
H -4.8535 -2.6480 5.2737
H -3.5700 -0.4427 4.1835
H -5.0345 0.3555 4.7239
H -6.3108 -0.7056 2.9922
H -5.5450 -2.2640 3.3393
H -5.9529 -0.9982 0.5619
H -4.4279 -0.4198 -0.0744
H -5.7144 1.5175 0.1844
H -6.4846 0.9630 1.6806
H -5.0969 2.5228 2.6388
H -3.9351 1.2045 2.6183
H -3.8707 2.6211 0.0163
H -3.9572 3.8681 1.3043
H -2.0733 3.3557 -0.6821
H -1.6897 4.7143 0.2991
H 0.0544 2.5705 -0.8755
H 0.2749 4.3036 -0.8599
H 2.0578 3.1920 0.3370
H 1.1839 4.2731 1.3964
H 0.1209 -0.1991 1.0225
H -1.0818 -1.2762 0.2213
H 0.2025 0.7224 -1.6467
H -0.4797 -0.8665 -1.9171
H -2.9757 3.7437 3.2007
H 0.0926 4.1157 3.1630
H -2.2114 6.1138 2.3884
H -0.5953 5.8648 1.5991
H -0.6302 6.5710 3.1926
H -1.1109 -3.4480 1.4834
H -1.6705 -4.9649 2.3379
H -0.3049 -4.6908 4.1228
H -0.7332 -2.9860 4.2927
H 1.8117 -3.7468 3.5194
H 1.0191 -2.1509 3.1645
H 1.0472 -3.4753 1.9476
C 3.4154 -1.1405 -10.0491
O 3.5237 -1.8728 -8.8287
P 4.9923 -1.8274 -8.0226
O 5.9211 -1.9883 -9.1891
O 4.6672 -3.2368 -7.2860
C 4.4407 -4.3881 -8.0916
O 6.1610 -1.4525 -6.8735
C 5.6787 -0.9220 -5.6248
H 2.3557 -1.0121 -10.2701
H 3.8824 -0.1610 -9.9613
H 3.8748 -1.7056 -10.8580
H 4.9051 -4.2964 -9.0740
H 3.3677 -4.5434 -8.2133
H 4.8662 -5.2501 -7.5802
H 5.0087 -1.6327 -5.1390
H 5.1552 0.0211 -5.7942
H 6.5322 -0.7383 -4.9752
*
```



Calculated E in order - -300.06334 -159.55384 -2856.33873 -250.85482 -342.25972 -5494.29006 hartree